Computed, not measured: a cluster of 2 separate species, C42H40N2O2 in total at a distorted geometry, with ωB97M-V/def2-TZVPD.

Last columns: bonded neighbours and bond lengths (Å).
Positions of all 86 atoms, in Å:
1 C -6.56362 -4.02697 -2.21392  C2 1.531, C23 1.549, H24 1.093, H25 1.101
2 C -6.86303 -2.86866 -3.16980  C1 1.531, C3 1.538, H26 1.091, H27 1.093
3 C -5.77483 -1.81063 -2.91869  C2 1.538, N4 1.452, H28 1.110, H29 1.108
4 N -4.83449 -2.40959 -1.98874  C3 1.452, C5 1.373, C23 1.435
5 C -3.71267 -1.77209 -1.52048  N4 1.373, C6 1.424, C22 1.423
6 C -3.51777 -0.37239 -1.69760  C5 1.424, C7 1.382, H30 1.095
7 C -2.39265 0.25549 -1.19684  C6 1.382, C8 1.431, H31 1.097
8 C -1.33171 -0.50256 -0.60691  C7 1.431, C9 1.439, C21 1.434
9 C -0.03459 0.08721 -0.40513  C8 1.439, C10 1.434, H32 1.093
10 C 1.12787 -0.61971 -0.85856  C9 1.434, C11 1.439, C20 1.418
11 C 1.01184 -1.60270 -1.90248  C10 1.439, C12 1.385, H33 1.092
12 C 2.07768 -2.37081 -2.33942  C11 1.385, C13 1.436, H34 1.091
13 C 3.38730 -2.16846 -1.78739  C12 1.436, N14 1.369, C19 1.423
14 N 4.45929 -2.93498 -2.15974  C13 1.369, C15 1.458, C18 1.450
15 C 5.78796 -2.80576 -1.57445  N14 1.458, C16 1.537, H35 1.103, H36 1.098
16 C 6.62433 -3.97303 -2.12274  C15 1.537, C17 1.535, H37 1.092, H38 1.091
17 C 5.79398 -4.58832 -3.25815  C16 1.535, C18 1.544, H39 1.094, H40 1.094
18 C 4.36541 -4.02029 -3.11610  N14 1.450, C17 1.544, H41 1.104, H42 1.099
19 C 3.53735 -1.11080 -0.84669  C13 1.423, C20 1.380, H43 1.085
20 C 2.45207 -0.37691 -0.41263  C10 1.418, C19 1.380, H44 1.077
21 C -1.56352 -1.90090 -0.38848  C8 1.434, C22 1.378, H45 1.095
22 C -2.72606 -2.51074 -0.80858  C5 1.423, C21 1.378, H46 1.092
23 C -5.13128 -3.77934 -1.67986  C1 1.549, N4 1.435, H47 1.096, H48 1.105
24 H -7.24530 -3.99403 -1.36011  C1 1.093
25 H -6.67097 -5.01208 -2.69381  C1 1.101
26 H -6.82976 -3.21171 -4.20454  C2 1.091
27 H -7.85713 -2.45524 -2.98398  C2 1.093
28 H -5.29667 -1.54922 -3.88577  C3 1.110
29 H -6.19125 -0.86143 -2.52786  C3 1.108
30 H -4.26367 0.21073 -2.24741  C6 1.095
31 H -2.21136 1.32735 -1.34471  C7 1.097
32 H 0.02141 1.16647 -0.24025  C9 1.093
33 H 0.05185 -1.70196 -2.41340  C11 1.092
34 H 1.90820 -3.09969 -3.13298  C12 1.091
35 H 6.25942 -1.84318 -1.83505  C15 1.103
36 H 5.74378 -2.84166 -0.47755  C15 1.098
37 H 7.59854 -3.64215 -2.48800  C16 1.092
38 H 6.78564 -4.69433 -1.32058  C16 1.091
39 H 6.20576 -4.27571 -4.22214  C17 1.094
40 H 5.80284 -5.68236 -3.22907  C17 1.094
41 H 3.65733 -4.79462 -2.77293  C18 1.104
42 H 4.00582 -3.68420 -4.09839  C18 1.099
43 H 4.52769 -0.83711 -0.49930  C19 1.085
44 H 2.63538 0.44359 0.25992  C20 1.077
45 H -0.76538 -2.50896 0.05019  C21 1.095
46 H -2.86022 -3.58331 -0.65070  C22 1.092
47 H -5.08685 -3.98498 -0.60450  C23 1.096
48 H -4.41964 -4.47124 -2.16449  C23 1.105
49 C 1.44200 -0.39426 4.64898  C50 1.407, C71 1.403, H72 1.097
50 C 0.77110 -0.96239 3.55046  C49 1.407, C51 1.392, H73 1.097
51 C 0.12777 -0.13980 2.62959  C50 1.392, C52 1.402, H74 1.091
52 C 0.32261 1.24751 2.67956  C51 1.402, C53 1.481, C70 1.405
53 C 0.00272 2.18596 1.58006  C52 1.481, C54 1.475, C62 1.477
54 C 1.22064 2.72907 0.94979  C53 1.475, C55 1.510, O61 1.245
55 C 1.23754 3.97758 0.09999  C54 1.510, C56 1.400, C60 1.389
56 C 2.04251 5.01947 0.57695  C55 1.400, C57 1.396, H75 1.096
57 C 2.51682 5.97367 -0.32457  C56 1.396, C58 1.406, H76 1.089
58 C 2.21736 5.84143 -1.69242  C57 1.406, C59 1.404, H77 1.096
59 C 1.32657 4.85063 -2.13599  C58 1.404, C60 1.405, H78 1.093
60 C 0.78915 3.93668 -1.21402  C55 1.389, C59 1.405, H79 1.088
61 O 2.31258 2.15011 1.09856  C54 1.245
62 C -1.06870 3.18992 1.74453  C53 1.477, C63 1.525, O69 1.232
63 C -1.59278 3.44742 3.15313  C62 1.525, C64 1.401, C68 1.403
64 C -2.30856 2.46220 3.84483  C63 1.401, C65 1.399, H80 1.090
65 C -2.58600 2.63321 5.20566  C64 1.399, C66 1.407, H81 1.100
66 C -2.21636 3.82933 5.84774  C65 1.407, C67 1.399, H82 1.092
67 C -1.62572 4.86533 5.11551  C66 1.399, C68 1.399, H83 1.101
68 C -1.34783 4.69100 3.75541  C63 1.403, C67 1.399, H84 1.089
69 O -1.56697 3.76866 0.77750  C62 1.232
70 C 0.93088 1.81090 3.81382  C52 1.405, C71 1.392, H85 1.094
71 C 1.45653 0.99884 4.81494  C49 1.403, C70 1.392, H86 1.098
72 H 1.93629 -1.04703 5.37852  C49 1.097
73 H 0.73211 -2.04904 3.40389  C50 1.097
74 H -0.49136 -0.53541 1.82254  C51 1.091
75 H 2.29410 5.01542 1.64386  C56 1.096
76 H 3.14571 6.78221 0.04619  C57 1.089
77 H 2.69876 6.51590 -2.40941  C58 1.096
78 H 1.06176 4.76688 -3.19332  C59 1.093
79 H 0.04720 3.19775 -1.51061  C60 1.088
80 H -2.58976 1.54242 3.33097  C64 1.090
81 H -3.11089 1.84438 5.76461  C65 1.100
82 H -2.40733 3.96012 6.91521  C66 1.092
83 H -1.39524 5.82787 5.59753  C67 1.101
84 H -0.90131 5.48043 3.15252  C68 1.089
85 H 0.99411 2.90128 3.88336  C70 1.094
86 H 1.89767 1.44831 5.71495  C71 1.098

Summary:
Electronic energy: -51275.042 eV
E_LUMO: -1.6 eV
Multiplicity: 1
Energy above the lowest of the compared OMol25 structures with the same formula, charge and spin: 19.6 kcal/mol
Charge: 0
HOMO-LUMO gap: 4.825 eV
Highest occupied orbital energy: -6.467 eV

Here are the Mulliken charges for atoms 1 to 2, given in e: number 1, C, carries -0.65; number 2, C, carries -0.62